The following is a quantum chemistry calculation of 3 unconnected molecules or ions with the total composition C33H73O3P2 in a non-equilibrium geometry, from the OMol25 dataset.

Element x y z (Å)
C1 2.40349 7.19540 -30.58687
C2 1.40856 8.34061 -30.82207
C3 -0.05245 7.96663 -30.66682
C4 -0.33871 7.26269 -29.34351
P1 -1.76406 6.18519 -29.06038
C5 -1.92673 5.13830 -30.58241
C6 -2.85426 3.91635 -30.51562
C7 -3.33059 3.36086 -31.85390
C8 -2.22180 3.32956 -32.92818
C9 -3.29998 7.18756 -28.88361
C10 -3.74165 7.82898 -30.20049
C11 -4.88467 8.87787 -29.97758
C12 -4.54339 10.02078 -29.03197
C13 -1.57397 5.19215 -27.58181
C14 -1.20310 6.04070 -26.35227
C15 -1.43637 5.25966 -25.04399
C16 -0.97529 6.12297 -23.84743
H1 3.36245 7.47893 -31.02798
H2 2.15795 6.23963 -31.04977
H3 2.69627 6.99835 -29.55443
H4 1.64138 8.62941 -31.84620
H5 1.53959 9.13963 -30.08952
H6 -0.26225 7.23848 -31.45453
H7 -0.62217 8.88835 -30.78175
H8 -0.24092 7.89170 -28.45218
H9 0.43496 6.53033 -29.07406
H10 -0.92056 4.76163 -30.78338
H11 -2.13746 5.80257 -31.42231
H12 -3.79451 4.15956 -30.01384
H13 -2.30210 3.14576 -29.97743
H14 -4.27963 3.72448 -32.24755
H15 -3.52638 2.29119 -31.73537
H16 -2.32988 2.85152 -33.90205
H17 -1.33672 2.79741 -32.56437
H18 -1.85488 4.34053 -33.12207
H19 -3.05182 7.80375 -28.01835
H20 -4.05120 6.47164 -28.54152
H21 -4.12691 7.08364 -30.89778
H22 -2.95677 8.32373 -30.77653
H23 -5.75137 8.30056 -29.65420
H24 -5.06868 9.25533 -30.98473
H25 -3.64092 10.58417 -29.26422
H26 -4.44202 9.63586 -28.01413
H27 -5.40296 10.68612 -28.94510
H28 -0.85614 4.43666 -27.91928
H29 -2.49395 4.64826 -27.35761
H30 -1.83274 6.92033 -26.18428
H31 -0.20830 6.44693 -26.53865
H32 -0.78185 4.38737 -25.10625
H33 -2.46642 4.92677 -24.92930
H34 -1.14856 5.49337 -22.97226
H35 -1.56230 7.03493 -23.73325
H36 0.07735 6.39884 -23.80106
C17 3.62780 -6.27480 -30.44824
C18 2.26009 -5.67417 -30.88090
C19 2.34347 -4.15142 -30.75279
C20 1.07935 -3.49040 -30.12851
P2 1.32138 -1.73944 -29.60765
C21 -0.36877 -1.20455 -29.21714
C22 -1.37689 -2.04410 -28.42490
C23 -0.95568 -2.24709 -26.94983
C24 -2.03248 -2.74881 -26.03771
C25 2.42725 -1.67856 -28.15986
C26 2.33326 -0.30430 -27.43635
C27 3.38728 -0.22844 -26.33683
C28 2.98331 -1.00160 -25.08002
C29 1.94826 -0.67677 -30.90049
C30 3.45399 -0.71191 -31.17448
C31 3.80144 0.17258 -32.41352
C32 3.60182 -0.35312 -33.82982
H37 3.84480 -6.32400 -29.37907
H38 4.44329 -5.70259 -30.89544
H39 3.81733 -7.30049 -30.77026
H40 1.44245 -6.23727 -30.42936
H41 2.19662 -6.00182 -31.92073
H42 2.53649 -3.79863 -31.76657
H43 3.22023 -3.88929 -30.15915
H44 0.73875 -4.05101 -29.25854
H45 0.30739 -3.45198 -30.89940
H46 -0.72894 -1.13153 -30.25201
H47 -0.40372 -0.15543 -28.91080
H48 -1.63770 -2.99908 -28.88983
H49 -2.38113 -1.61485 -28.39024
H50 -0.55687 -1.29551 -26.58386
H51 -0.04441 -2.85058 -26.87937
H52 -1.79571 -2.66675 -24.97718
H53 -2.18831 -3.82268 -26.16571
H54 -2.96547 -2.23532 -26.27332
H55 3.41104 -1.89954 -28.58382
H56 2.28007 -2.49040 -27.44486
H57 1.30377 -0.16512 -27.11106
H58 2.52581 0.40897 -28.23989
H59 3.48288 0.82113 -26.04945
H60 4.34895 -0.45869 -26.79741
H61 3.65829 -0.76065 -24.25837
H62 3.12680 -2.08281 -25.17307
H63 1.93867 -0.91229 -24.78397
H64 1.59077 0.34048 -30.70970
H65 1.40886 -0.98924 -31.79980
H66 3.68379 -1.74596 -31.44402
H67 4.09250 -0.42941 -30.33967
H68 4.88255 0.32964 -32.35301
H69 3.40897 1.17330 -32.22729
H70 3.99449 -1.33832 -34.08736
H71 3.81410 0.40886 -34.57655
H72 2.55302 -0.62122 -34.01680
O1 1.18887 2.55625 -30.99518
C33 0.98897 3.01372 -29.69853
O2 1.19841 4.24184 -29.56965
O3 0.70045 2.13621 -28.85204
H73 1.54855 3.46028 -31.16726

Forces on the atoms, in the same order (eV/Å):
C 1.0 0.2 0.2
C 0.5 -0.8 0.6
C -0.1 -0.9 -0.4
C 0.5 -0.6 1.6
P -1.4 0.3 -1.8
C 0.4 0.1 0.3
C -0.7 0.5 0.0
C 0.9 -1.8 -1.6
C 1.1 0.7 0.2
C 1.0 -1.3 -0.4
C -0.7 1.2 0.3
C 1.1 -0.7 -0.7
C -0.7 -0.5 0.7
C -0.2 0.2 -0.2
C -0.7 -0.2 0.0
C 2.4 0.8 -0.3
C -0.7 -0.9 0.4
H 0.0 0.1 -0.2
H -0.4 0.1 0.1
H -0.5 -0.1 0.2
H -0.5 0.7 0.1
H 0.7 0.3 -0.4
H -0.4 0.3 -0.2
H -0.4 -0.3 -0.1
H -0.4 0.5 -0.2
H 0.4 -0.2 -0.7
H 0.2 0.2 0.1
H -0.3 0.2 0.2
H 0.2 0.0 0.6
H -0.3 -0.1 0.2
H 0.2 0.7 0.2
H -0.3 0.0 0.5
H -1.1 0.1 0.1
H 0.0 0.1 0.5
H -0.1 0.0 -0.2
H -0.3 0.6 -0.3
H -0.2 0.1 0.0
H 0.0 -0.3 0.3
H 0.4 0.0 0.4
H -0.2 0.3 0.1
H -0.4 0.1 0.1
H -0.1 0.0 -0.3
H 0.2 0.0 0.0
H 0.2 0.3 -0.3
H 0.5 0.0 0.7
H -0.2 0.1 -0.4
H -0.2 0.1 -0.8
H 0.3 -0.3 0.7
H -0.2 -0.3 0.2
H -0.1 0.2 -0.1
H 0.0 0.3 0.3
H -0.1 0.0 -0.1
H 0.0 -0.1 -0.5
C 0.3 -0.4 0.1
C 1.6 -1.5 -0.2
C -0.8 -0.1 0.3
C 1.1 0.6 -0.9
P -0.7 -1.1 1.7
C -0.8 0.5 -1.0
C 0.1 -0.8 1.1
C 1.2 0.6 -0.4
C -0.4 -0.8 0.1
C -0.2 -0.1 0.0
C 0.7 -0.9 -1.4
C -1.1 1.0 0.1
C 1.0 -1.1 -0.1
C -0.2 0.3 -0.2
C -0.3 -0.4 -1.5
C 1.6 -0.1 0.8
C -2.2 -0.5 0.0
H -0.4 0.4 0.2
H -0.1 0.1 0.0
H -0.5 0.0 -0.3
H -0.1 0.6 0.6
H -0.3 0.5 -0.2
H -0.1 0.5 0.1
H 0.0 -0.1 0.1
H -0.1 0.1 0.0
H -0.3 -0.1 0.2
H -0.2 0.0 -0.1
H 0.5 0.0 0.3
H 0.6 -0.2 -0.1
H 0.3 0.8 -0.2
H -0.4 0.3 0.0
H -0.2 -0.5 -0.2
H 0.0 0.4 -0.1
H -0.2 0.0 -0.3
H -0.1 0.0 0.3
H 0.2 0.4 0.1
H -0.5 -0.2 -0.2
H 0.1 0.2 0.2
H -0.1 0.5 0.4
H -0.1 0.1 0.0
H 0.1 -0.5 0.4
H -0.3 0.3 0.2
H 0.0 -0.1 -0.3
H 0.0 0.6 -0.1
H 0.0 0.0 0.3
H 0.0 -0.1 -0.1
H 0.4 0.0 0.2
H -0.3 0.1 0.2
H 0.1 0.1 0.2
H -0.4 -0.1 -0.4
H 1.1 0.3 0.3
H 0.4 -0.2 0.0
H -0.4 0.5 0.1
O 0.5 1.5 0.0
C -0.3 -1.8 2.0
O -0.4 0.2 0.2
O -0.2 0.7 -0.5
H 0.1 -0.7 -1.8

The net charge is +1. For the molecular weight, the calculation gives 579.9 Da. The energy above the lowest of the compared OMol25 structures with the same formula, charge and spin is 20.7 kcal per mole. The HOMO energy is -10.7 eV. The spin multiplicity is 1. The orbital gap comes out at 9.3 eV.